{
  "formula": "C4H11N3O",
  "method": "the ωB97M-V functional and the def2-TZVPD basis",
  "multiplicity": 1,
  "charge": 2,
  "energy_ev": -10825.326,
  "relative_energy_ev": 0.8513,
  "e_homo_ev": -18.1,
  "orbital_gap_ev": 11.1,
  "symbols": ["C", "C", "C", "C", "N", "N", "N", "O", "H", "H", "H", "H", "H", "H", "H", "H", "H", "H", "H"],
  "coordinates": [[-2.101, 0.270, -1.220], [2.515, 0.216, 0.604], [-3.283, 0.661, 0.895], [4.176, -1.444, 0.104], [-3.089, 0.769, -0.518], [1.922, 1.168, 0.265], [-1.150, -0.497, -0.674], [2.920, -0.897, 0.786], [-2.135, 0.237, -2.329], [-2.481, 1.283, 1.296], [-4.181, 1.307, 1.086], [-3.284, -0.342, 1.239], [4.245, -2.509, 0.417], [5.197, -0.972, 0.450], [4.151, -1.305, -0.946], [-3.619, 1.535, -0.994], [-0.452, -1.049, -1.231], [1.671, 2.190, 0.405], [-1.019, -0.622, 0.365]],
  "atomic_forces_ev_per_a": [[-0.081, -1.902, 0.019], [-1.579, 2.581, -1.216], [-0.205, 3.031, 0.194], [3.333, -0.745, 1.568], [-0.003, 1.231, -2.796], [0.266, 1.000, 0.897], [1.227, -0.631, 1.024], [1.615, -1.612, 0.264], [0.045, 0.753, 0.836], [0.201, -0.443, 0.845], [0.506, -1.393, 0.301], [-0.322, -0.767, 0.408], [-0.619, 0.880, -0.282], [-2.513, -0.286, -0.020], [-0.831, 0.144, -0.937], [0.357, -1.306, 0.373], [-1.431, 1.033, 0.445], [0.685, -1.892, -0.197], [-0.653, 0.325, -1.726]],
  "lowdin_charge": [-0.13, -0.19, -0.03, 0.12, 0.00, 0.35, 0.15, 0.14, 0.18, 0.10, 0.14, 0.10, 0.13, 0.16, 0.09, 0.20, 0.15, 0.20, 0.14]
}

***

{
  "formula": "C46H51Cl2N5O4",
  "method": "the ωB97M-V functional and the def2-TZVPD basis",
  "multiplicity": 1,
  "energy_ev": -89208.345,
  "relative_energy_ev": 0.0035,
  "e_homo_ev": -7.1,
  "orbital_gap_ev": 3.5,
  "symbols": ["N", "C", "C", "C", "C", "N", "C", "O", "C", "Cl", "C", "Cl", "C", "O", "C", "C", "C", "C", "C", "C", "C", "C", "C", "C", "C", "C", "C", "C", "N", "C", "C", "N", "C", "C", "C", "C", "C", "C", "C", "C", "C", "C", "C", "C", "C", "C", "C", "C", "C", "C", "C", "C", "N", "O", "O", "C", "C", "H", "H", "H", "H", "H", "H", "H", "H", "H", "H", "H", "H", "H", "H", "H", "H", "H", "H", "H", "H", "H", "H", "H", "H", "H", "H", "H", "H", "H", "H", "H", "H", "H", "H", "H", "H", "H", "H", "H", "H", "H", "H", "H", "H", "H", "H", "H", "H", "H", "H", "H"],
  "coordinates": [[3.014, -2.577, 3.995], [2.315, -1.847, 4.584], [1.574, -0.995, 5.436], [0.687, -1.537, 6.329], [0.373, -2.925, 6.269], [0.130, -4.067, 6.198], [0.017, -0.731, 7.354], [-0.834, -1.228, 8.089], [0.463, 0.691, 7.429], [-0.264, 1.626, 8.652], [1.403, 1.209, 6.576], [1.977, 2.806, 6.734], [1.968, 0.416, 5.451], [2.727, 0.867, 4.584], [-1.254, -3.196, -0.755], [0.086, -3.844, -1.062], [-0.082, -5.351, -0.806], [0.457, -3.706, -2.533], [1.172, -3.214, -0.146], [1.540, -3.979, 0.963], [2.760, -3.772, 1.578], [3.533, -2.700, 1.166], [3.015, -1.690, 0.354], [3.886, -0.403, 0.340], [3.065, 0.860, 0.211], [4.945, -0.514, -0.765], [4.627, -0.197, 1.675], [1.803, -1.946, -0.351], [1.185, -0.935, -1.207], [1.768, -0.435, -2.463], [0.990, 0.817, -2.768], [-0.151, 0.793, -1.834], [-1.304, 1.667, -2.065], [-2.234, 1.332, -3.103], [-2.193, 0.116, -4.085], [-3.611, -0.317, -4.498], [-1.589, -1.143, -3.509], [-1.471, 0.531, -5.377], [-3.284, 2.209, -3.375], [-3.556, 3.303, -2.573], [-2.633, 3.662, -1.609], [-1.479, 2.910, -1.370], [-0.436, 3.661, -0.482], [-1.123, 4.502, 0.608], [0.374, 4.607, -1.388], [0.506, 2.741, 0.241], [0.089, -0.162, -0.852], [-0.444, -0.275, 0.432], [-1.731, 0.178, 0.870], [-2.894, 0.183, 0.037], [-4.038, 0.840, 0.449], [-4.010, 1.531, 1.690], [-4.707, 2.770, 1.792], [-4.510, 3.461, 2.820], [-5.419, 3.142, 0.830], [-2.999, 1.272, 2.646], [-1.850, 0.625, 2.231], [-1.173, -2.111, -0.863], [-2.034, -3.560, -1.439], [-1.553, -3.407, 0.281], [0.878, -5.878, -0.883], [-0.528, -5.553, 0.176], [-0.761, -5.773, -1.560], [1.350, -4.304, -2.760], [-0.369, -4.069, -3.160], [0.656, -2.669, -2.807], [0.930, -4.808, 1.325], [3.092, -4.422, 2.387], [4.531, -2.592, 1.573], [2.341, 0.915, 1.032], [3.725, 1.741, 0.269], [2.556, 0.917, -0.746], [5.714, -1.245, -0.475], [4.533, -0.841, -1.727], [5.433, 0.459, -0.913], [5.445, -0.910, 1.823], [5.072, 0.807, 1.675], [3.939, -0.252, 2.527], [2.841, -0.270, -2.334], [1.655, -1.174, -3.267], [1.602, 1.718, -2.598], [0.639, 0.840, -3.803], [-4.086, 0.384, -5.192], [-3.553, -1.285, -5.014], [-4.258, -0.440, -3.620], [-0.590, -0.987, -3.120], [-2.215, -1.562, -2.715], [-1.495, -1.900, -4.301], [-0.460, 0.917, -5.203], [-1.394, -0.341, -6.043], [-2.044, 1.312, -5.896], [-3.938, 2.032, -4.228], [-4.457, 3.898, -2.725], [-2.819, 4.585, -1.056], [-1.909, 3.925, 1.118], [-0.387, 4.807, 1.368], [-1.564, 5.419, 0.198], [0.894, 4.056, -2.185], [-0.283, 5.354, -1.854], [1.130, 5.145, -0.797], [1.022, 2.120, -0.480], [1.276, 3.303, 0.783], [-0.026, 2.107, 0.959], [0.190, -0.760, 1.174], [-2.842, -0.299, -0.951], [-4.932, 0.885, -0.167], [-3.118, 1.641, 3.662], [-1.000, 0.485, 2.913]],
  "atomic_forces_ev_per_a": [[-1.418, 1.690, 1.699], [1.736, -1.794, -1.615], [-0.843, -1.249, 1.127], [0.965, 0.169, -1.469], [-0.607, -2.742, -0.092], [0.538, 2.501, 0.157], [-1.515, -0.281, 1.293], [1.562, 1.056, -1.230], [0.644, 0.621, -0.523], [0.104, -0.110, -0.091], [-0.743, -0.088, 0.765], [-0.085, -0.112, -0.119], [1.304, 1.362, -1.299], [-1.650, -0.796, 1.955], [-0.373, 0.427, -0.158], [-0.149, 0.115, 0.501], [0.088, -0.196, 0.050], [0.200, 0.208, -0.279], [-0.557, 0.041, -0.232], [0.443, -0.249, -0.029], [0.049, 0.050, -0.181], [-0.111, -0.200, 0.117], [0.156, 0.131, -0.062], [0.078, -0.240, 0.008], [-0.116, 0.404, -0.380], [0.216, -0.004, -0.182], [0.203, -0.107, 0.230], [0.064, -0.090, 0.225], [0.053, 0.085, -0.344], [0.523, -1.028, 0.266], [-0.444, 0.790, -0.066], [-0.124, -0.435, -0.144], [-0.181, 0.326, -0.143], [0.296, -0.121, -0.164], [-0.130, 0.317, 0.109], [-0.321, -0.006, -0.107], [0.543, -0.424, -0.005], [0.088, 0.059, -0.201], [-0.349, 0.091, 0.154], [0.175, 0.095, -0.067], [-0.272, -0.048, -0.021], [0.479, 0.081, -0.075], [-0.289, -0.026, 0.136], [-0.269, 0.187, 0.084], [-0.029, 0.053, -0.173], [0.499, -0.298, 0.149], [0.017, 0.242, 1.451], [-0.140, -0.063, -0.949], [-0.025, 0.300, 0.424], [0.321, -0.168, 0.381], [0.415, 0.521, 0.538], [0.853, -0.627, -0.583], [-1.364, 1.365, 0.507], [-0.547, -0.904, -1.695], [1.064, -0.548, 1.653], [0.099, 0.062, -0.561], [-0.580, -0.471, -0.520], [-0.269, -0.427, 0.074], [0.104, -0.048, 0.186], [0.018, 0.071, -0.229], [-0.210, 0.048, 0.065], [0.119, -0.024, -0.247], [0.138, 0.168, 0.140], [-0.141, 0.126, 0.017], [0.168, 0.036, 0.113], [-0.097, -0.350, 0.021], [0.221, 0.242, -0.453], [-0.043, 0.142, -0.399], [-0.263, 0.042, 0.098], [0.003, 0.074, -0.276], [-0.197, -0.250, 0.059], [0.004, 0.140, 0.298], [-0.188, 0.158, -0.123], [0.129, 0.077, 0.243], [-0.021, -0.208, 0.028], [-0.161, 0.150, 0.063], [-0.042, -0.216, -0.022], [0.192, -0.029, -0.194], [-0.279, 0.163, -0.164], [0.061, 0.042, 0.127], [-0.206, -0.100, -0.026], [0.153, 0.001, 0.293], [0.016, -0.172, 0.138], [0.010, 0.192, 0.094], [0.085, 0.026, -0.168], [-0.137, -0.173, 0.005], [0.148, 0.090, -0.114], [-0.164, 0.120, 0.173], [-0.305, -0.093, -0.130], [-0.015, 0.226, 0.088], [0.199, -0.157, 0.131], [0.162, -0.069, 0.414], [0.303, -0.104, -0.040], [0.144, -0.448, -0.145], [0.194, 0.178, -0.105], [-0.133, -0.095, -0.279], [0.031, -0.160, 0.223], [-0.122, 0.112, 0.160], [0.150, -0.191, 0.023], [-0.174, -0.146, -0.078], [0.024, 0.023, 0.278], [-0.194, 0.087, -0.044], [0.222, 0.154, -0.214], [-0.133, -0.092, -0.312], [-0.121, 0.213, 0.662], [0.297, 0.264, -0.042], [0.172, 0.219, -0.339], [-0.394, 0.045, -0.288]],
  "lowdin_charge": [0.27, -0.09, -0.07, -0.07, -0.13, 0.22, -0.34, 0.13, -0.59, 0.79, -0.59, 0.79, -0.34, 0.12, -0.05, -0.53, -0.07, -0.04, -0.08, -0.04, -0.10, -0.07, -0.07, -0.52, -0.06, -0.04, -0.07, -0.07, 0.01, -0.11, -0.10, 0.00, -0.06, -0.08, -0.52, -0.07, -0.06, -0.03, -0.04, -0.05, -0.04, -0.06, -0.52, -0.05, -0.03, -0.07, -0.24, -0.05, -0.21, -0.02, 0.02, -0.18, -0.34, 0.02, 0.03, -0.01, -0.03, 0.04, 0.09, 0.10, 0.09, 0.08, 0.09, 0.10, 0.09, 0.04, 0.11, 0.10, 0.10, 0.10, 0.10, 0.05, 0.09, 0.07, 0.09, 0.08, 0.09, 0.07, 0.10, 0.11, 0.12, 0.10, 0.07, 0.09, 0.10, 0.05, 0.08, 0.10, 0.07, 0.09, 0.09, 0.10, 0.12, 0.11, 0.09, 0.09, 0.08, 0.08, 0.09, 0.09, 0.04, 0.10, 0.08, 0.12, 0.11, 0.12, 0.12, 0.11]
}

***

{
  "formula": "C17H25I2MoOP2",
  "method": "the ωB97M-V functional and the def2-TZVPD basis",
  "multiplicity": 3,
  "charge": 3,
  "energy_ev": -56686.680,
  "relative_energy_ev": 0.0000,
  "e_homo_ev": [-18.0, -18.2],
  "orbital_gap_ev": [6.7, 5.2],
  "symbols": ["I", "I", "Mo", "P", "C", "C", "H", "H", "H", "H", "H", "H", "C", "H", "H", "H", "P", "C", "C", "H", "H", "H", "C", "H", "H", "H", "H", "H", "H", "C", "O", "C", "C", "C", "C", "C", "C", "C", "C", "C", "C", "H", "H", "H", "H", "H", "H", "H"],
  "coordinates": [[-0.297, -1.183, -5.502], [-0.343, 1.166, -3.855], [-0.297, 0.225, -0.791], [-2.494, -0.390, -1.650], [-3.598, 1.052, -1.401], [-3.025, -1.008, -3.290], [-4.098, -1.251, -3.285], [-4.284, -1.738, -0.704], [-2.443, -1.884, -3.585], [-2.721, -2.635, -0.742], [-3.310, 1.859, -2.083], [-2.818, -0.270, -4.066], [-3.201, -1.669, -0.551], [-4.639, 0.749, -1.570], [-3.019, -1.449, 0.501], [-3.534, 1.472, -0.393], [1.794, -0.308, -1.505], [2.796, 1.183, -1.210], [2.549, -1.603, -0.482], [1.813, -1.686, -3.517], [3.428, -0.940, -3.193], [2.075, -0.007, -3.897], [2.341, -0.789, -3.178], [2.159, -2.585, -0.768], [3.630, -1.542, -0.649], [3.845, 0.883, -1.284], [2.634, 1.651, -0.239], [2.353, -1.514, 0.587], [2.565, 1.941, -1.961], [-0.263, 2.146, -1.144], [-0.358, 3.270, -1.520], [2.569, 0.508, 4.758], [3.154, 0.506, 3.480], [2.348, 0.419, 2.340], [0.933, 0.342, 2.422], [-0.039, 0.325, 1.336], [-1.409, 0.347, 1.647], [-1.905, 0.320, 2.971], [-1.017, 0.298, 4.020], [0.370, 0.329, 3.758], [1.196, 0.415, 4.902], [3.213, 0.605, 5.632], [4.241, 0.593, 3.380], [2.842, 0.403, 1.369], [-2.122, 0.391, 0.780], [-2.977, 0.337, 3.177], [-1.378, 0.282, 5.058], [0.741, 0.435, 5.899]],
  "atomic_forces_ev_per_a": [[-0.001, 1.391, 0.566], [-0.222, -1.330, -0.975], [-1.915, 0.022, 1.438], [-2.507, -0.473, -0.331], [0.287, 0.269, 0.083], [0.527, 0.010, -0.262], [0.353, 0.117, 0.259], [0.216, -0.054, -0.129], [-0.234, -0.106, 0.281], [-0.232, 0.062, -0.127], [-0.194, -0.175, -0.055], [-0.349, 0.082, 0.184], [0.377, -0.171, 0.256], [0.229, 0.024, -0.120], [-0.114, 0.021, -0.050], [0.020, -0.144, -0.021], [3.387, -0.128, -1.100], [0.229, 0.054, 0.095], [-0.196, -0.335, 0.250], [0.326, -0.019, 0.252], [-0.271, -0.048, 0.187], [0.430, -0.135, 0.313], [-0.379, 0.012, -0.291], [0.255, 0.087, -0.161], [-0.128, -0.251, -0.014], [0.032, 0.205, -0.070], [-0.079, -0.101, -0.018], [-0.027, 0.143, -0.142], [0.096, -0.129, -0.101], [-0.556, 5.882, -2.128], [0.590, -5.039, 2.122], [1.719, 0.169, -0.614], [-0.158, 0.090, 1.314], [-0.416, -0.101, -0.660], [-1.582, -0.012, 0.600], [0.571, -0.003, 0.449], [0.497, 0.038, -0.171], [-0.884, 0.066, -1.086], [0.779, -0.001, 0.158], [-0.491, 0.052, -0.413], [-0.065, -0.014, 0.275], [-0.204, -0.079, -0.193], [-0.437, -0.071, 0.022], [-0.186, 0.089, 0.307], [0.267, 0.102, 0.932], [0.278, -0.032, -0.190], [0.181, 0.014, -0.525], [0.181, -0.046, -0.396]],
  "lowdin_charge": [0.55, 0.70, 0.85, 0.68, -0.22, -0.32, 0.09, 0.08, 0.00, 0.07, 0.06, -0.04, -0.22, 0.08, 0.03, 0.05, 0.64, -0.23, -0.22, 0.00, 0.09, -0.06, -0.32, 0.07, 0.08, 0.08, 0.04, 0.03, 0.06, -0.40, 0.08, 0.03, 0.04, 0.04, -0.13, -0.15, -0.12, 0.02, 0.06, -0.13, 0.09, 0.15, 0.15, 0.09, 0.04, 0.14, 0.16, 0.16]
}

***

{
  "formula": "C4H32N2O10",
  "method": "the ωB97M-V functional and the def2-TZVPD basis",
  "multiplicity": 1,
  "energy_ev": -28119.252,
  "relative_energy_ev": 3.8190,
  "e_homo_ev": -9.3,
  "smiles": "CNC[C@@H](C)N.O.O.O.O.O.O.O.O.O.O",
  "orbital_gap_ev": 9.4,
  "symbols": ["C", "N", "C", "C", "C", "N", "H", "H", "H", "H", "H", "H", "H", "H", "H", "H", "H", "H", "O", "H", "H", "O", "H", "H", "O", "H", "H", "O", "H", "H", "O", "H", "H", "O", "H", "H", "O", "H", "H", "O", "H", "H", "O", "H", "H", "O", "H", "H"],
  "coordinates": [[-1.416, -0.937, 3.485], [-1.093, -1.178, 2.030], [-1.153, -2.631, 1.619], [-0.210, -2.764, 0.465], [-0.064, -4.040, -0.330], [-0.260, -1.654, -0.590], [-1.801, -1.843, 4.043], [-0.627, -0.444, 3.981], [-2.207, -0.068, 3.385], [-0.045, -1.098, 2.143], [-0.966, -3.284, 2.495], [-2.179, -2.770, 1.349], [0.879, -2.741, 0.852], [-0.888, -3.897, -1.046], [-0.322, -5.008, 0.345], [0.927, -4.221, -0.668], [0.636, -1.213, -0.630], [-1.071, -1.092, -0.567], [1.448, 1.321, -3.169], [0.647, 1.501, -2.546], [1.098, 0.309, -3.429], [1.804, 4.065, -1.447], [1.963, 3.171, -1.697], [0.911, 4.331, -1.516], [-1.559, 3.909, -0.366], [-2.354, 4.250, 0.039], [-1.296, 3.076, 0.002], [-1.203, 1.410, -2.659], [-1.864, 2.040, -2.970], [-1.506, 0.595, -2.841], [-0.014, 1.332, 0.896], [0.338, 1.072, 1.802], [0.401, 2.209, 0.721], [2.250, 0.410, -0.865], [2.091, 0.466, -1.911], [1.393, -0.025, -0.564], [-3.256, 1.526, 1.245], [-3.677, 1.818, 2.056], [-2.415, 0.991, 1.392], [0.136, -2.553, -3.825], [0.939, -2.228, -3.374], [-0.257, -2.950, -3.022], [0.848, 1.461, 3.872], [1.453, 2.003, 4.396], [1.156, 0.606, 3.664], [3.066, -1.697, 0.379], [3.762, -2.162, 0.071], [3.238, -0.814, 0.048]],
  "atomic_forces_ev_per_a": [[-3.638, 0.964, -1.521], [2.915, -1.134, 1.878], [-0.697, 1.478, 0.658], [4.209, 0.683, -0.772], [-3.576, -2.487, 2.301], [0.291, -2.683, 0.788], [0.349, 1.144, -0.591], [1.020, 0.070, 0.723], [0.902, -1.964, 0.982], [-1.186, 0.251, -1.108], [0.352, 0.002, -0.690], [-0.794, -0.489, -0.438], [-1.661, 0.865, 0.208], [0.707, -1.023, -0.526], [0.441, 2.061, -1.434], [0.574, 0.241, -0.871], [-0.329, 0.095, 0.080], [-0.416, 1.035, 0.408], [-3.063, -4.232, 0.319], [1.404, 0.189, -1.626], [1.395, 3.978, 0.299], [1.791, 1.063, 0.792], [-0.299, -0.999, -0.418], [-1.548, -0.123, -0.265], [0.605, 1.079, -1.110], [-0.121, -0.479, 0.387], [-0.565, -0.728, 0.622], [1.385, 4.433, 1.113], [0.142, -0.011, 0.166], [-1.768, -4.513, -1.027], [0.829, 0.437, 1.219], [-0.753, 0.895, -1.691], [-0.076, -0.925, 0.287], [-1.877, -0.716, -2.100], [0.816, 0.474, 2.836], [1.777, 1.597, -0.128], [1.167, -0.733, -0.549], [0.513, -0.350, 0.247], [-1.512, 1.032, 0.223], [0.559, 0.041, 1.354], [-0.173, -0.048, -0.702], [-0.347, 0.123, -0.554], [-1.274, 1.845, 0.101], [0.170, -0.734, -0.319], [1.322, -1.221, 0.265], [-3.033, 1.545, 1.878], [3.492, -2.751, -1.374], [-0.423, 0.723, -0.320]],
  "lowdin_charge": [-0.11, -0.13, -0.20, -0.43, -0.09, 0.08, 0.09, 0.02, 0.10, 0.09, 0.12, 0.11, 0.13, 0.07, 0.12, 0.06, 0.01, 0.06, -0.15, 0.05, 0.15, -0.02, -0.01, 0.00, -0.04, 0.04, -0.02, 0.01, 0.08, -0.01, -0.09, 0.04, 0.06, -0.15, 0.05, 0.01, -0.09, 0.03, 0.02, -0.08, 0.03, 0.01, -0.03, 0.07, 0.01, -0.02, -0.02, 0.00]
}